48
Properties=species:S:1:pos:R:3 method="wB97M-V/def2-TZVPD" smiles="Cc1cc(Br)ccc1NC(=O)CSc1nnc(CN2CCOCC2)n1C" lumo_energy_ev=0.26 fmax_ev_per_a=1.045 total_energy_ha=-4057.47267
H -1.830 -0.031 2.521
N 0.558 1.375 0.585
N 1.194 0.209 0.358
H 2.580 3.389 -2.052
S 0.576 3.927 -0.356
H 2.615 1.881 -2.993
H 4.103 -4.055 0.489
C 3.299 -3.586 1.077
H 2.487 -1.606 1.377
H 0.765 -4.570 -0.679
O 2.075 -4.225 0.805
H -1.246 1.649 0.997
C 2.072 0.394 -0.582
C -4.323 1.823 -0.215
H 2.482 -4.553 -1.187
H 3.887 2.208 -1.796
H -4.362 2.863 -0.494
N -2.103 2.147 0.743
C -5.387 0.993 -0.513
H -6.253 1.379 -1.026
C 3.009 -0.613 -1.172
N 2.033 1.701 -1.003
C -5.321 -0.337 -0.144
C -1.977 -0.574 1.588
H 4.037 -0.268 -1.004
C -0.617 4.010 1.019
H 4.215 -1.641 0.918
C 1.057 2.264 -0.233
H -1.055 -0.504 1.013
H 0.817 -2.122 -0.348
C -3.146 -0.017 0.834
C 3.238 -2.096 0.739
H -2.147 -1.621 1.825
C -3.202 1.333 0.447
C 2.825 2.329 -2.020
O -2.865 4.250 0.247
H 1.392 -2.506 -1.997
H 3.492 -3.733 2.140
C 1.726 -4.069 -0.549
H -0.189 3.461 1.855
N 2.906 -1.960 -0.671
H -0.698 5.072 1.249
H 2.843 -0.642 -2.256
C 1.621 -2.592 -0.932
C -4.218 -0.839 0.524
H -4.194 -1.880 0.811
C -1.998 3.489 0.614
Br -6.773 -1.505 -0.553

=====

46
Properties=species:S:1:pos:R:3 method="wB97M-V/def2-TZVPD" de_lowest_kcal_mol=62.44 lumo_energy_ev=0.70 fmax_ev_per_a=1.978 total_energy_ha=-1834.05265
C 0.193 -1.454 3.485
C 0.600 -0.488 -2.657
H 1.721 -0.117 -0.898
C -1.654 1.180 5.101
H -2.113 3.008 0.711
H 2.223 -1.870 -2.169
C 1.439 -1.588 -2.893
H -1.419 -0.711 -5.366
H 0.309 2.207 -2.256
H -1.164 1.725 5.896
H 1.956 2.199 0.324
H 1.135 -3.337 2.967
C -0.403 -0.155 -3.587
H -1.308 -1.578 0.745
C -0.677 0.194 4.514
H 1.295 3.640 -0.539
C -1.321 3.015 -0.061
H -1.699 2.525 -0.941
C 0.409 -2.629 2.554
H -0.579 -2.089 -0.740
H -1.083 0.689 -3.439
C 1.125 2.565 -0.307
H -1.200 0.827 1.415
N -0.971 -0.889 3.728
H -2.594 0.744 5.494
H -1.282 0.252 -0.898
C 0.793 0.265 -1.350
H -0.502 -3.179 2.386
N 0.597 0.304 4.778
C 1.283 -2.354 -4.046
H -1.948 1.882 4.345
C -0.426 -1.415 0.105
O 1.214 -0.762 4.105
H -1.052 4.049 -0.288
C -0.298 0.952 0.859
N -0.125 2.350 0.435
C -0.594 -0.959 -4.698
H 2.084 1.913 -2.088
O 1.381 -3.266 0.309
C 1.084 1.793 -1.621
C 0.317 -2.013 -4.966
C -0.387 0.036 -0.362
Cl 0.091 -2.939 -6.410
S 1.085 -1.999 0.991
H 1.927 -3.219 -4.190
H 0.537 0.693 1.525

=====

46
Properties=species:S:1:pos:R:3 method="wB97M-V/def2-TZVPD" smiles="O=C(CN1CCN(Cc2ccccc2Cl)C1=O)NC[C@@H]1CCCO1" de_lowest_kcal_mol=0.00 lumo_energy_ev=0.67 fmax_ev_per_a=0.619 total_energy_ha=-1511.23416
O 3.310 1.914 -1.864
O 4.005 -2.561 0.574
H 3.296 -1.409 2.144
H 1.174 -3.208 0.992
C 0.077 2.746 -0.919
H -1.276 -0.239 1.922
H -5.622 -1.145 -1.132
C -3.873 -2.320 -1.525
C -2.526 -2.490 -1.250
H 3.151 -3.173 2.305
C -1.890 -1.633 -0.372
C 1.691 -2.251 0.932
H 3.932 -2.492 -1.432
Cl -4.845 0.853 0.660
H 1.605 -2.632 -1.215
C 3.092 1.695 -0.689
H -2.525 1.008 1.682
H 5.193 -0.543 -0.326
H 4.220 -0.202 -1.776
N 0.923 2.397 0.203
N -0.847 1.094 0.435
C -4.574 -1.291 -0.925
C 0.411 1.341 0.903
C 3.555 -1.899 -0.592
C 3.067 -2.340 1.606
C -3.923 -0.433 -0.051
H 2.692 2.633 1.232
N 3.446 0.564 -0.053
C -2.574 -0.593 0.248
H 1.087 -1.487 1.417
H -1.974 -3.290 -1.718
C 2.335 2.690 0.201
O 0.986 0.728 1.784
H -4.380 -2.987 -2.205
C 4.173 -0.490 -0.723
H -1.731 1.586 -1.401
H -0.841 -1.759 -0.154
C -1.827 0.333 1.171
C -1.251 2.074 -0.549
H -0.008 3.832 -1.008
H 3.138 0.416 0.898
H 1.625 -0.915 -0.805
H -1.961 2.789 -0.111
C 2.016 -1.893 -0.528
H 0.491 2.350 -1.855
H 2.479 3.699 -0.189

=====

42
Properties=species:S:1:pos:R:3 method="wB97M-V/def2-TZVPD" total_charge=+2 lumo_energy_ev=-9.10 fmax_ev_per_a=1.049 total_energy_ha=-1140.74147
C 0.438 -1.300 4.621
H 3.418 0.129 -0.611
H 3.278 0.547 -2.306
I -0.865 2.595 2.113
H -1.188 -3.212 -0.846
H 2.497 2.324 -2.194
H 1.907 2.781 -0.614
C 1.591 2.468 -1.612
N 0.057 -0.122 2.590
C 0.627 -1.215 -1.235
C -0.660 1.268 -1.583
C -1.345 2.605 -1.640
H -2.357 2.551 -1.248
H -1.400 2.967 -2.670
C 1.422 -0.049 -1.423
H 0.746 -2.211 5.114
H 0.711 -3.085 -0.199
H -2.636 -2.275 -1.190
C 0.429 -1.230 3.238
H -3.500 0.030 -1.036
H 1.331 -3.141 -1.838
H 0.050 -0.212 6.435
H 1.040 3.284 -2.067
H -0.801 3.349 -1.062
H -3.192 -0.703 -2.599
C 2.916 -0.138 -1.544
C 0.051 -0.190 5.354
C -1.599 -2.427 -1.474
C -0.311 0.929 3.317
C 1.283 -2.524 -0.936
C 0.775 1.205 -1.536
C -0.339 0.968 4.688
C -0.802 -1.163 -1.424
C -2.901 0.117 -1.947
H 3.243 -1.133 -1.828
C -1.432 0.065 -1.644
H -0.647 1.853 5.226
H 0.722 -2.075 2.631
H -1.592 -2.810 -2.500
H -3.179 1.042 -2.441
Pd -0.075 0.534 0.473
H 2.290 -2.398 -0.554

=====

51
Properties=species:S:1:pos:R:3 method="wB97M-V/def2-TZVPD" total_charge=+2 de_lowest_kcal_mol=5.50 lumo_energy_ev=-6.02 fmax_ev_per_a=0.703 total_energy_ha=-2983.08550
N -1.925 3.002 0.619
H 1.164 1.596 0.138
H -3.490 2.433 1.890
H 0.305 2.178 3.603
H -0.141 3.597 -0.297
H 0.939 -3.851 1.054
N -0.569 0.615 -5.002
S -2.493 -3.232 1.995
H -0.751 -1.646 -7.442
Te -0.863 -1.581 -0.443
C 0.653 1.519 1.100
H 5.363 0.329 -0.232
H 0.816 -2.751 -5.819
C 0.389 -1.778 -5.602
H -1.495 1.840 -1.063
H 1.316 1.020 1.806
C -1.642 0.727 2.605
C 4.721 -0.176 0.477
C -0.492 -4.751 2.476
H -2.945 1.347 -0.167
H -2.634 3.909 2.354
H -0.898 1.533 -4.734
H -1.595 0.658 -6.810
S 0.646 0.734 -2.664
C -1.926 1.728 -0.067
N 3.546 -0.656 0.169
C -0.331 2.748 2.924
P -0.902 0.500 0.883
H -2.648 0.309 2.643
C -0.582 3.575 0.702
N 0.739 -1.233 -4.452
C -0.476 -1.163 -6.517
H 1.994 -1.714 1.156
H -1.009 0.207 3.325
C 2.965 -1.251 1.262
C 3.704 -1.206 2.399
H -2.363 -5.064 3.586
H 0.119 -5.539 2.890
H -0.442 3.760 3.310
In 2.659 -1.472 -2.205
C -1.023 -2.939 1.139
S 5.181 -0.396 2.104
C 0.261 -0.021 -4.116
N 0.293 2.825 1.604
C -2.509 2.904 1.953
N -1.658 2.137 2.864
H -0.663 4.598 1.071
C -1.784 -4.532 2.848
C -0.941 0.072 -6.179
C -0.051 -3.840 1.488
H 3.468 -1.607 3.372

=====

46
Properties=species:S:1:pos:R:3 method="wB97M-V/def2-TZVPD" de_lowest_kcal_mol=430.16 lumo_energy_ev=0.01 fmax_ev_per_a=17.547 total_energy_ha=-1105.12598
C 2.092 1.614 -0.314
H 4.588 1.705 1.382
O 2.156 2.683 -0.160
C -3.278 -0.621 0.376
H 6.601 0.056 1.515
H 4.094 -0.860 2.400
C 4.523 1.599 -0.795
O 0.961 -0.454 -0.660
C -5.933 -0.925 0.734
N 3.208 0.900 -0.723
N -0.133 1.324 -0.116
H 5.129 1.302 -1.714
H 6.144 2.298 0.444
C -4.136 0.269 0.477
C -2.472 2.136 0.411
H -6.092 -1.612 -2.697
C 3.506 -2.259 0.866
H 4.355 2.546 -1.115
H -2.210 3.239 0.475
H -5.312 -1.901 1.150
C -1.503 1.144 0.079
O -5.427 0.222 0.860
C 5.018 -1.888 -0.557
C 5.977 0.102 0.710
C -1.987 -0.326 0.280
H 6.749 -0.221 -0.287
C 4.076 -1.393 1.519
H -7.529 -2.024 -0.309
H -5.173 -0.501 -1.895
C 5.323 1.417 0.290
H 0.088 2.502 -0.067
N 5.099 -0.863 0.231
H 3.217 0.063 -0.992
C -3.697 1.730 0.707
H 2.661 -2.851 1.274
H 5.516 -1.927 -1.553
H -3.520 -1.528 0.260
H -7.454 -0.395 -0.800
N 3.979 -2.939 -0.321
C -5.677 -1.422 -1.653
H -4.527 2.730 0.974
H -1.182 -0.946 0.142
C 0.936 0.850 -0.297
H -5.172 -2.451 -1.537
C -6.583 -1.233 -0.617
H -6.994 -0.891 1.620

=====

42
Properties=species:S:1:pos:R:3 method="wB97M-V/def2-TZVPD" total_charge=+1 smiles=C[C@@H](O)C[NH2+]CCOc1ccccc1-c1ccccc1 de_lowest_kcal_mol=5.47 lumo_energy_ev=-2.26 fmax_ev_per_a=0.869 total_energy_ha=-866.00896
H 0.656 -2.273 5.151
H 1.137 0.588 -1.183
H -1.831 2.724 -0.626
C -1.943 1.315 1.034
H 0.113 3.286 -2.201
H -2.952 1.365 -0.866
H -1.142 0.766 -2.159
H 1.562 -2.458 -3.052
H -1.619 -2.183 -0.212
H -1.195 -0.689 5.558
H -2.865 1.662 1.513
H 3.191 -1.968 -1.264
H -2.361 0.354 3.655
H 2.233 3.243 -3.461
H -1.091 1.789 1.536
C 0.432 1.421 -1.123
H 2.571 3.015 -1.749
C -0.890 -0.922 4.550
C 1.220 -2.263 -2.048
C 0.539 -2.097 3.026
C 0.343 -1.794 0.563
H 0.609 1.971 -0.200
H -0.845 -2.557 -2.523
C 2.103 2.567 -2.620
C -0.572 -2.073 -0.456
H 0.288 1.978 -4.262
O -1.825 -0.093 1.088
H -0.957 -0.088 -0.697
C -0.107 -1.519 1.937
C 0.624 2.323 -2.356
N -0.939 0.866 -1.150
C 1.702 -1.754 0.251
C -1.982 1.658 -0.462
H 1.346 -2.792 2.846
C 2.135 -1.988 -1.042
C 0.149 -1.808 4.320
O -0.013 1.629 -3.417
C -1.547 -0.334 3.483
C -0.131 -2.312 -1.751
H 2.603 1.628 -2.845
H 2.418 -1.540 1.030
C -1.169 -0.642 2.186

=====

40
Properties=species:S:1:pos:R:3 method="wB97M-V/def2-TZVPD" total_charge=+1 de_lowest_kcal_mol=3.65 lumo_energy_ev=-5.71 fmax_ev_per_a=0.985 total_energy_ha=-661.26948
C 5.137 -0.275 1.712
C 1.917 1.687 1.662
H -4.742 -1.575 -2.576
C -3.868 -0.609 -4.242
H -3.163 1.190 -5.036
H -0.174 -1.911 2.581
C 1.377 -0.719 1.700
H -4.584 -0.733 -5.040
H 1.021 -2.822 1.684
H -1.125 -0.030 -1.509
H 0.927 3.360 2.567
H 5.308 -1.352 1.710
H 5.627 0.142 0.830
H 0.996 3.426 0.796
H 2.426 3.760 1.752
H -3.854 -2.644 -3.626
H 3.982 2.149 1.709
C 2.730 -0.977 1.720
C 0.917 0.648 1.646
H -1.604 -0.378 2.657
C -1.867 -0.235 -2.266
H 5.624 0.139 2.597
H -0.173 -1.893 0.802
H 3.066 -2.000 1.732
C -3.818 -1.647 -3.165
C -3.077 0.461 -4.246
C 1.540 3.129 1.694
H -0.605 2.070 1.388
C 0.457 -1.889 1.692
C 3.683 0.037 1.708
C -2.591 -1.545 -2.218
C -1.629 0.187 1.725
C -2.093 0.675 -3.209
H -2.899 -1.747 -1.183
H -2.532 0.800 1.764
C 3.252 1.358 1.691
H -1.766 -0.516 0.903
C -0.417 1.024 1.566
H -1.533 1.598 -3.212
H -1.875 -2.342 -2.459

=====

77
Properties=species:S:1:pos:R:3 method="wB97M-V/def2-TZVPD" total_charge=+1 lumo_energy_ev=-4.53 fmax_ev_per_a=4.442 total_energy_ha=-78583.07025
Br -6.947 -2.815 -2.794
H 2.605 -2.631 2.198
B 1.690 -1.202 -0.108
Br -7.372 12.339 -5.080
Br 2.723 2.696 3.896
C -2.984 -0.961 -2.805
C -7.008 11.113 -3.622
C 2.441 -3.271 1.268
Br -1.529 -2.152 -2.327
H -2.299 -0.473 0.396
Br 3.848 -11.431 1.257
C 1.738 -3.485 -1.179
C 2.438 -5.709 0.102
O 0.332 -0.765 0.004
C 2.245 -10.766 0.394
Br -1.386 3.874 4.379
Br -2.502 8.190 -1.479
C -6.524 -2.720 -0.905
C 6.920 -9.280 -0.543
Br 7.094 -11.170 -0.149
C -0.062 2.915 -0.696
O 2.818 -0.376 -0.384
P 3.228 -5.475 3.070
C -3.389 6.810 -2.515
H -2.342 10.975 -1.783
H 1.713 -5.566 -2.183
Br 5.869 -8.359 0.805
N 1.983 -2.702 0.029
H -2.631 -1.940 1.469
Br -3.513 12.776 -3.034
Br -2.629 0.856 -2.231
Br -4.993 7.475 -3.381
H -0.017 1.899 -1.087
H 0.146 -1.810 1.815
Br -0.018 6.259 6.040
C 4.572 3.003 3.393
H 0.869 4.900 4.156
C -1.887 -1.075 1.273
Br 1.306 -9.479 1.504
H -3.866 -1.301 -2.263
Br 0.918 2.919 0.978
H 1.578 -11.616 0.259
Br -2.182 5.971 -3.779
H 2.694 0.546 -0.064
H -7.405 -3.060 -0.364
Br 4.713 4.160 1.844
Br -6.172 -0.900 -0.332
Br 0.762 4.069 -2.017
Br -3.408 -1.056 -4.695
Br -8.280 9.648 -3.577
H 6.375 -9.200 -1.482
H -3.703 6.038 -1.814
Br -6.904 12.031 -1.917
Br -5.069 -3.914 -0.427
C -0.112 5.337 4.337
H 1.375 -2.942 -2.127
Br 5.535 1.338 3.140
H -1.830 -0.474 2.247
H -6.027 10.678 -3.809
C -2.250 12.059 -1.749
C 1.950 -5.035 -1.206
Br 2.621 -10.053 -1.372
Br -0.468 6.558 2.873
Br -1.938 3.339 -0.436
H 3.926 -3.626 3.988
C 2.674 -4.801 1.350
H -0.633 -2.705 0.355
C -0.466 -1.676 0.843
H 2.619 -6.839 0.142
H 3.036 -7.624 2.391
H 4.502 -7.020 1.881
Br -0.418 12.488 -2.222
Br 8.644 -8.435 -0.814
N 3.866 -7.073 2.703
H 5.047 3.523 4.225
Br -2.675 12.609 0.062
O 4.431 -4.425 3.687

=====

61
Properties=species:S:1:pos:R:3 method="wB97M-V/def2-TZVPD" smiles="NB(O)OC(=O)OCCC(F)=C(F)F.O=C1OCCO1.O=C1OCCO1.O=C1OCCO1.O=C1OCCO1" lumo_energy_ev=0.15 fmax_ev_per_a=1.350 total_energy_ha=-2244.79882
H -5.544 2.832 -3.188
O -0.482 1.464 0.781
H 6.530 -2.722 0.407
O 5.722 -4.845 6.071
B 2.741 0.195 1.677
H 3.243 1.636 0.363
O -2.509 1.240 -0.164
O -7.544 0.894 -3.577
C -1.398 0.783 0.429
C -6.446 2.659 -2.601
O -6.684 -0.717 -2.256
O 5.973 -6.233 7.826
H 2.513 -4.826 5.835
C 3.459 -4.538 6.283
F 2.333 -1.083 -1.063
O -2.319 4.508 -4.894
O -3.583 2.806 -4.145
C 5.278 -5.609 7.094
H 6.426 -1.081 0.986
C 2.903 -2.283 -1.067
O 4.070 -0.272 1.703
C 5.275 -1.516 -0.820
H 4.730 -3.434 4.895
O 4.144 -1.657 3.462
H 4.476 -5.131 4.450
C 5.844 -1.895 0.562
N 2.512 1.460 1.043
H -3.017 -0.059 -1.686
H 0.892 -0.231 1.875
H -2.702 6.284 -2.752
H -6.612 3.503 -1.937
C 4.330 -1.446 2.311
H -1.503 6.418 -4.859
F 4.645 -3.673 -1.671
O -6.269 1.452 -1.845
C -7.654 2.319 -3.454
H -2.738 -1.973 -0.222
H -8.599 2.555 -2.962
C 4.208 -2.476 -1.210
H -4.330 0.295 -0.552
C 4.593 -4.437 5.284
C -6.822 0.430 -2.534
H 3.321 -3.616 6.850
C -2.768 -1.003 0.263
H 4.888 -0.504 -0.814
C -3.335 3.967 -4.193
H 1.652 1.394 0.508
C -2.473 5.932 -4.893
F 2.007 -3.245 -0.927
O 3.926 -5.562 7.171
C -3.264 0.110 -0.637
H -3.995 7.000 -3.735
O -1.439 -0.555 0.583
H 6.088 -1.625 -1.536
H -7.634 2.784 -4.435
H -2.991 6.228 -5.806
O -4.036 4.929 -3.547
O 4.879 -2.370 1.504
H -3.341 -1.082 1.188
C -3.310 6.162 -3.649
O 1.739 -0.540 2.224